An isolated molecule of C16H19N3O4S2 at a distorted geometry, computed with ωB97M-V with the def2-TZVPD basis set.

Last column: natural (NBO) charge in e.
CARTESIAN COORDINATES (ANGSTROEM)
S  -1.64622  -2.60506  -1.89525  0.193
S  2.14568  -0.04766  -0.44324  0.511
O  0.18165  -3.00569  -5.25037  -0.545
O  1.31888  -0.81794  -2.71023  -0.591
O  -1.47274  2.26660  2.02900  -0.604
O  -2.02451  1.61239  -0.04861  -0.553
N  0.06593  -4.41888  -0.90450  -0.769
N  0.30250  -3.85649  -3.12947  -0.581
N  -0.26579  0.29619  -1.56843  -0.619
C  0.52238  0.52227  -0.46397  0.058
C  3.65870  0.47694  1.88938  -0.432
C  -1.15297  1.73446  0.99349  0.790
C  2.39148  1.37997  3.84591  -0.391
C  0.18367  -0.39471  -2.65028  0.688
C  -3.35107  2.09312  0.16873  -0.073
C  -4.21593  1.04346  0.85134  -0.634
C  -0.26851  -3.73763  -1.99132  0.372
C  1.24443  1.19388  1.64272  -0.005
C  2.36312  0.59541  1.16290  -0.217
C  1.20034  1.82380  2.99850  -0.424
C  -0.87121  -0.64743  -3.71071  -0.499
C  3.68711  1.47715  3.04551  -0.386
C  -1.32155  -2.10720  -3.59975  -0.437
C  0.15789  1.16536  0.70504  -0.279
C  -0.17644  -3.05037  -4.10842  0.683
H  -0.42677  -0.51485  -4.70010  0.268
H  3.78963  2.48868  2.64853  0.199
H  -3.73348  2.33557  -0.82573  0.185
H  -1.21966  0.63001  -1.49498  0.443
H  -0.39092  -4.24423  -0.02688  0.408
H  -4.21922  0.12062  0.27499  0.206
H  4.48980  0.65387  1.20342  0.219
H  2.45310  2.00187  4.74012  0.210
H  -3.82843  0.83721  1.84590  0.225
H  -1.71660  0.03159  -3.59267  0.214
H  -3.30177  3.00001  0.77930  0.208
H  -5.23368  1.41216  0.93977  0.218
H  0.26135  1.57060  3.49153  0.238
H  2.24652  0.34560  4.16483  0.194
H  3.76969  -0.54093  2.27817  0.208
H  -2.21659  -2.27696  -4.20183  0.255
H  4.54688  1.27510  3.68628  0.208
H  0.86512  -5.02890  -0.94682  0.420
H  1.20818  2.91100  2.87822  0.215

For the maximum force, the calculation gives 1.57 eV/A. As for the HOMO energy: -8.0234 eV. Its total energy is -51233.2312 eV. The relative energy (zero: lowest compared OMol25 entry of this formula, charge and spin) comes out at 9.4 kcal per mole. The gap between HOMO and LUMO is 8.3 eV. Its structure (SMILES) is CCOC(=O)c1c(NC(=O)C[C@@H]2SC(N)=NC2=O)sc2c1CCCC2. The calculation puts the molar mass at 381.48 g mol⁻¹.